A cluster of 4 separate species, C32H25Cl2FNO16P in total. Source: the OMol25 dataset; level of theory: ωB97M-V/def2-TZVPD.

Results
LUMO, eV: -1.946
2S+1: 1
Orbital gap, eV: 6.54
SMILES: C/C(Cl)=C(\Cl)c1cc2c(c(P(O)O)c1)C(=O)N(C[C@@H](C)F)C2=O.O=C1C=C(O)C(=O)C=C1O.O=C1C=C(O)C(=O)C=C1O.O=C1C=C(O)C(=O)C=C1O
Net charge: 0

Element x y z (Å)
C  1.33123  -2.08715  7.68993
C  0.08505  -1.83601  5.56845
H  -3.54182  -1.64726  4.04102
C  6.57446  4.74600  0.30567
O  6.85994  1.53158  -2.36554
C  0.48030  -4.09291  -3.71255
H  -1.08281  -2.38520  -3.87320
O  0.03473  -3.73076  -2.64223
H  -0.85477  1.24807  -0.56488
Cl  -8.23766  1.71807  -1.65849
H  7.49068  6.02249  1.30339
O  1.96467  -5.18575  -7.35182
O  -2.26530  -2.24003  8.44929
O  -0.90224  -2.45497  -4.83717
C  -3.24267  -0.09032  0.04605
H  -1.13332  1.09373  -2.32170
O  -3.48672  -1.46147  3.06900
H  4.47345  4.46330  0.24845
P  -3.66689  0.20897  2.90828
H  5.92501  1.28367  -2.49974
O  -2.22551  1.03151  3.23869
H  -6.70216  5.60397  -2.48336
H  -2.95888  -2.17311  7.76592
H  -4.83718  0.96014  -2.91319
H  1.10041  1.11676  -2.64779
C  -4.61648  0.83955  -1.82547
C  -7.29370  4.70184  -2.17223
H  -5.84054  1.81073  1.41176
O  2.42316  -1.76429  5.55429
C  0.01435  -3.42423  -4.96802
C  -1.16696  -1.97062  6.30650
F  1.22923  -0.84429  -2.12371
O  -2.25705  -1.94358  5.75973
O  -2.37123  -1.17577  -3.31543
C  -5.44558  1.47418  -0.78825
C  -0.68974  0.55031  -1.43641
O  2.41906  -2.14681  8.22956
C  5.49819  3.03630  -1.04331
C  -6.60740  2.35352  -1.33873
C  1.67386  1.01287  -0.52236
Cl  -4.63740  4.25782  -1.22450
C  5.44831  4.15053  -0.09968
H  0.14004  -2.32441  9.50198
C  1.93553  -5.52598  -5.03166
C  0.88051  0.46483  -1.75601
H  8.94043  2.84948  -1.45040
H  1.58398  0.23676  0.28945
C  7.96489  3.17219  -1.11396
C  6.83889  2.57479  -1.51639
C  0.07506  -2.19804  8.43018
C  1.49037  -4.84017  -6.28267
C  -3.48788  0.03549  -1.40564
H  0.01857  -1.69498  4.49741
C  -6.30197  3.65562  -1.58909
H  1.77816  -5.66010  -2.92221
C  -1.09623  -2.14283  7.78935
C  1.46189  -5.17230  -3.83395
H  1.19189  1.96892  -0.19985
C  -2.39438  -0.73999  -2.20540
C  1.25815  -1.88768  6.20927
H  3.01691  -6.57483  -6.12766
N  -1.30919  -0.78994  -1.21839
H  3.11706  -1.83789  6.23803
O  2.83771  -6.51797  -5.16952
O  4.49655  2.47449  -1.44997
H  0.16836  -3.30432  -7.08196
H  2.75934  1.21674  -0.78707
H  -7.74756  4.29613  -3.11124
C  0.49438  -3.78001  -6.16737
O  6.55552  5.77152  1.17496
O  8.91204  4.88530  0.19259
H  -1.66281  0.42000  3.75056
C  -1.95380  -0.97470  0.08311
O  -1.54521  -1.70135  0.92999
C  7.91432  4.30252  -0.18828
C  -4.05708  0.49515  1.09738
H  -8.03909  4.97240  -1.38875
C  -5.19742  1.31377  0.64696

A structure of composition C32H25N4O2PRhS. Source: the OMol25 dataset; level of theory: ωB97M-V/def2-TZVPD.

Results
LUMO (alpha / beta), eV: -3.613 / -5.912
Expectation value of S²: 6.02
2S+1: 5
Orbital gap (alpha / beta), eV: 7.22 / 5.46
Net charge: +1

Element x y z (Å)
C  1.20511  -2.31125  1.98045
N  1.57244  -1.15151  -3.38277
O  -1.96497  1.46467  3.67184
C  2.90168  1.75453  4.78849
C  1.77761  2.04651  5.54616
C  3.04803  2.57331  0.83229
H  -3.20554  0.29426  2.24899
C  -4.90764  -0.12128  -1.12234
C  -2.71219  -1.28852  -4.29067
C  -4.10458  0.65305  -3.98112
H  0.14250  -2.10075  2.06852
H  -4.39623  1.50054  -3.38001
H  3.65342  1.03584  2.91862
H  -4.67976  -0.76875  -6.98695
C  -5.69564  -0.08418  0.01253
C  -2.62353  -0.04194  -2.13376
Rh  -0.70677  -0.37919  0.22981
C  4.02360  3.28076  0.15695
C  4.61325  2.74211  -0.97574
C  3.02782  -3.85834  2.12086
N  -1.35234  -0.02685  -1.86026
P  1.40077  0.36073  1.27343
C  -5.08412  0.10164  1.24152
H  1.51852  -0.76797  -4.31325
H  -1.97207  -1.98170  -3.92095
C  -0.99571  0.87808  3.23648
H  4.31647  4.25610  0.51574
H  3.88979  1.90182  5.19876
H  2.20442  -1.91663  -3.21902
C  2.69177  1.29568  0.40207
H  -2.95815  -2.31785  -6.14673
H  5.37152  3.30214  -1.50018
C  2.77430  1.26076  3.50547
C  1.50698  1.02521  2.97170
C  3.44596  -1.58324  1.46702
H  -5.65695  0.16922  2.14994
C  0.39457  1.26927  3.76256
C  0.54018  -0.98005  -2.54385
C  -4.24407  -0.61186  -6.01161
N  -2.93613  0.12049  0.21431
C  4.22099  1.49590  -1.44274
C  3.25305  0.77803  -0.76457
H  -0.37527  2.01580  5.60913
C  0.51387  1.80541  5.03482
H  -5.34857  -0.28566  -2.09358
H  -6.76630  -0.19434  -0.06548
H  2.57523  3.00414  1.70317
C  -3.52393  0.02618  -0.99629
H  4.67629  1.09470  -2.33608
H  1.88910  2.44918  6.54110
C  -4.65350  0.45978  -5.23362
C  -3.70055  0.17833  1.29591
C  -3.27085  -1.47954  -5.54161
H  3.39597  -4.85181  2.32352
N  -0.44805  -0.19600  -2.81536
C  1.67550  -3.58225  2.24712
C  2.09004  -1.30337  1.59191
O  -0.93023  -0.07675  2.41310
S  0.52686  -1.93646  -1.05854
C  -3.14335  -0.23133  -3.49253
H  4.95983  -3.07744  1.62889
H  2.93610  -0.19070  -1.12623
H  0.98622  -4.35719  2.54711
H  -5.40973  1.13925  -5.59780
C  3.90715  -2.86186  1.73028
H  4.13976  -0.81682  1.15306

A structure of composition C32H26BF3O3S. Source: the OMol25 dataset; level of theory: ωB97M-V/def2-TZVPD.

Results
LUMO, eV: -1.434
2S+1: 1
Orbital gap, eV: 5.99
ΔE to the lowest compared entry with this formula, charge and spin, kcal/mol: 42.55
Net charge: 0

Element x y z (Å)
O  -1.20196  -1.14553  -3.96608
C  -1.38516  -0.76216  -2.67133
C  -7.69823  2.79221  2.48365
C  -4.70107  1.89127  0.66573
C  -1.32907  0.60276  -2.23411
H  -3.32907  3.18884  1.86720
F  -1.67838  4.05641  -2.62996
C  -4.78780  -0.32583  3.92253
O  -4.99785  -0.86957  1.70219
H  -10.28143  1.14759  1.26847
H  -4.34341  -2.28737  6.63986
H  -2.75858  -1.00653  1.58380
F  -3.52046  3.93924  -3.81431
C  -9.90638  1.48606  2.21084
C  -2.49330  -1.34968  -0.64236
C  -8.44762  1.67262  2.07966
C  -1.83873  0.93188  -0.96632
H  0.19535  0.36857  -4.42918
C  0.20294  2.00565  2.85939
B  -4.26761  0.43675  1.84089
H  -2.78774  4.79048  0.05497
H  -1.82369  2.00268  -0.71968
H  -10.13551  0.73168  2.93475
H  0.94305  1.67026  4.87384
O  -4.44042  0.81620  3.32389
C  -4.94868  -2.99565  4.69191
C  -2.77501  0.06514  1.34153
C  -3.35153  3.85717  -0.13825
H  -2.09383  -2.77348  -2.20409
C  -3.03518  4.29310  -2.58950
C  -1.97705  -1.74541  -1.85335
S  -7.35250  0.55686  1.34658
C  -0.72284  0.41090  4.45896
C  -0.73613  -0.06490  -4.85477
C  -0.79889  1.66781  1.92896
H  -4.78526  2.23493  -2.78891
H  -0.53335  -0.54298  -5.82118
H  0.96866  2.73981  2.58236
C  -3.74985  3.01445  0.87812
F  -3.17124  5.64148  -2.45914
C  0.23089  1.37252  4.10793
H  -5.38806  0.68020  -0.96246
C  -5.23348  -2.66744  3.35726
H  -0.99808  1.39211  -2.94683
H  -0.78097  -0.07426  5.43658
C  -1.74045  0.69433  2.26837
C  -4.58885  -2.00982  5.61709
C  -5.85310  1.62410  1.54686
H  -10.47080  2.35429  2.47612
H  -8.08398  3.68122  2.94345
C  -4.51511  -0.67149  5.24834
H  -2.30913  -0.80372  3.68862
H  -5.56997  3.34218  2.65073
H  -4.11171  0.09583  5.89745
C  -3.67115  3.53279  -1.47025
H  -0.82683  2.18991  0.95742
C  -5.08584  -1.34457  2.96132
H  -5.58579  -3.40760  2.63887
C  -6.33190  2.66839  2.32036
C  -4.49446  2.43412  -1.74967
H  -1.53057  0.70767  -4.96801
H  -5.00256  -4.03696  5.01025
C  -2.45865  -0.03330  -0.14241
H  -2.92690  -2.10649  -0.01915
C  -4.89947  1.61812  -0.72497
C  -1.64777  0.03322  3.50079